P:
23
Properties=species:S:1:pos:R:3:mulliken_charge:R:1 method="wB97M-V/def2-TZVPD" lumo_energy_ev=-2.9 homo_lumo_gap_ev=8.956 total_charge=+1
C -1.588 0.834 -1.250 0.50
C 0.585 1.418 -1.662 -0.45
C -0.273 1.439 -2.931 -0.29
C 2.197 -1.125 2.802 -0.85
C 0.652 -2.276 1.139 -1.25
C 1.038 -1.211 2.114 0.80
N -0.322 0.860 -0.716 0.08
N -2.722 0.422 -0.626 -0.29
O -1.699 1.076 -2.547 -0.38
S -0.327 -0.141 2.359 -0.31
H 1.422 0.786 -1.795 0.31
H 0.977 2.486 -1.412 0.27
H -0.498 2.335 -3.480 0.32
H 0.095 0.607 -3.531 0.26
H -0.216 1.077 0.219 0.18
H 2.243 -0.316 3.490 0.21
H 3.017 -1.796 2.632 0.32
H 1.029 -2.115 0.161 0.27
H -0.441 -2.485 1.089 0.33
H 0.855 -3.295 1.517 0.38
H -2.636 0.133 0.354 0.20
H -3.620 0.569 -1.071 0.26
H 0.234 0.722 3.143 0.14

Q:
23
Properties=species:S:1:pos:R:3:mulliken_charge:R:1 method="wB97M-V/def2-TZVPD" lumo_energy_ev=-4.8 homo_lumo_gap_ev=8.188 total_charge=+1
C 1.510 -0.495 -0.148 0.30
C 0.997 1.622 0.118 -0.80
C 2.507 1.428 0.122 -0.35
C -1.724 -1.120 1.050 -1.42
C -1.802 -0.438 -1.423 -1.29
C -1.828 -0.061 0.053 1.07
N 0.508 0.303 -0.295 -0.08
N 1.566 -1.787 -0.501 -0.41
O 2.666 0.010 0.307 -0.40
S -2.347 1.490 0.470 -0.05
H 0.601 1.879 1.215 0.26
H 0.656 2.342 -0.445 0.57
H 2.997 1.789 -0.792 0.26
H 3.066 1.917 0.956 0.27
H -2.124 -0.956 2.067 0.47
H -2.250 -1.975 0.744 0.37
H -0.728 -1.467 1.386 0.31
H -2.859 -0.607 -1.634 0.41
H -1.388 -1.363 -1.582 0.33
H -1.271 0.470 -1.869 0.42
H 0.979 -2.078 -1.263 0.23
H 2.549 -2.087 -0.433 0.28
H -2.281 1.183 1.897 0.24

Which is the most stable structure? P is the most stable.

P:
18
Properties=species:S:1:pos:R:3:mulliken_charge:R:1 method="wB97M-V/def2-TZVPD" lumo_energy_ev="-1.1 / -0.3" homo_lumo_gap_ev="7.786 / 8.134" total_charge=0
C 0.940 0.224 -0.525 -0.68
C -0.112 -0.728 -1.072 -0.69
C 1.518 -1.167 1.822 -1.01
C 1.993 -0.524 0.542 0.28
C -2.250 0.534 0.488 -1.00
O -2.466 -1.979 -0.582 -0.59
F 2.707 -1.606 -0.186 -0.36
P -1.500 -1.094 0.093 0.55
H 1.639 0.598 -1.193 0.40
H 0.567 0.986 0.076 0.30
H -0.583 -0.279 -1.873 0.39
H 0.419 -1.626 -1.381 0.40
H 1.230 -2.209 1.764 0.41
H 1.551 -0.415 2.626 0.32
H 2.889 0.149 0.812 0.31
H -1.546 1.277 0.872 0.32
H -2.729 1.056 -0.439 0.29
H -3.158 0.387 1.039 0.36

Q:
18
Properties=species:S:1:pos:R:3:mulliken_charge:R:1 method="wB97M-V/def2-TZVPD" lumo_energy_ev=0.9 homo_lumo_gap_ev=9.991 total_charge=0
C 1.189 1.426 0.874 -0.96
C 0.638 0.279 0.564 0.51
C -1.880 1.009 -0.787 -1.05
C 2.452 -1.181 0.519 -0.90
C -1.454 0.109 0.334 0.52
O 1.067 -0.957 0.332 -0.27
F -1.970 0.494 1.532 -0.30
P -1.444 -1.724 0.137 -0.14
H 2.256 1.546 0.995 0.33
H 0.589 2.303 1.024 0.26
H -1.236 0.856 -1.650 0.30
H -2.913 0.784 -1.071 0.37
H -1.824 2.050 -0.471 0.33
H 3.033 -0.581 -0.189 0.34
H 2.627 -2.239 0.338 0.23
H 2.750 -0.922 1.539 0.35
H -0.979 -1.661 -1.173 0.02
H -2.775 -1.805 -0.305 0.05

Which is the most stable structure? P is the most stable.

P:
16
Properties=species:S:1:pos:R:3:mulliken_charge:R:1 method="wB97M-V/def2-TZVPD" lumo_energy_ev=0.8 homo_lumo_gap_ev=9.328 total_charge=0 smiles=CSC.CN
C 1.938 -3.450 -2.659 -0.56
N 0.469 -3.343 -2.507 -0.51
H 2.450 -3.261 -1.705 0.21
H 2.201 -2.758 -3.444 0.27
H 2.185 -4.489 -2.889 0.19
H 0.153 -3.375 -1.552 0.20
H 0.091 -2.551 -2.998 0.21
C 0.082 1.790 1.747 -0.80
S -0.883 2.470 3.108 -0.08
C -2.231 3.331 2.246 -0.77
H 0.184 0.712 1.807 0.28
H 1.069 2.260 1.778 0.28
H -0.186 2.098 0.730 0.28
H -3.072 2.653 2.132 0.26
H -2.542 4.148 2.897 0.28
H -1.909 3.766 1.309 0.28

Q:
16
Properties=species:S:1:pos:R:3:mulliken_charge:R:1 method="wB97M-V/def2-TZVPD" lumo_energy_ev=1.0 homo_lumo_gap_ev=9.585 total_charge=0 smiles=CSC.CN
C -1.905 2.054 -4.078 -0.57
N -2.721 1.117 -4.972 -0.42
H -2.629 2.957 -4.086 0.22
H -1.000 2.322 -4.717 0.23
H -1.457 1.786 -3.103 0.22
H -2.357 0.570 -5.646 0.16
H -3.480 0.722 -4.550 0.16
C 0.691 -0.268 3.615 -0.91
S 1.399 -1.887 4.510 -0.09
C 2.728 -2.297 3.274 -0.77
H 1.228 0.133 2.820 0.33
H 0.711 0.689 4.141 0.35
H -0.327 -0.677 3.329 0.26
H 3.109 -3.325 3.461 0.30
H 2.390 -2.079 2.249 0.28
H 3.619 -1.817 3.754 0.26

Which is the most stable structure? P is the most stable.

P:
19
Properties=species:S:1:pos:R:3:mulliken_charge:R:1 method="wB97M-V/def2-TZVPD" lumo_energy_ev=0.9 homo_lumo_gap_ev=10.994 total_charge=0 smiles=CC(C)[C@](C)(N)Cl
C 1.297 0.231 1.143 -1.46
C 0.499 -1.894 0.291 -1.48
C -0.900 1.783 -0.878 -1.59
C 0.111 -0.405 0.509 0.63
C -0.439 0.260 -0.778 0.51
N -1.563 -0.465 -1.294 -0.66
Cl 1.030 0.370 -2.003 -0.25
H 1.640 -0.430 1.922 0.43
H 1.258 1.335 1.616 0.27
H 2.171 0.242 0.513 0.36
H 1.183 -1.879 -0.654 0.28
H -0.289 -2.521 0.084 0.40
H 1.002 -2.207 1.196 0.45
H -1.195 2.092 -1.884 0.41
H -1.812 1.874 -0.406 0.47
H -0.111 2.445 -0.633 0.40
H -0.761 -0.338 1.284 0.20
H -1.819 -0.044 -2.253 0.33
H -1.328 -1.427 -1.654 0.30

Q:
19
Properties=species:S:1:pos:R:3:mulliken_charge:R:1 method="wB97M-V/def2-TZVPD" lumo_energy_ev="0.7 / 0.1" homo_lumo_gap_ev="9.710 / 7.352" total_charge=0
C -1.085 -0.276 2.004 -1.06
C -0.101 1.705 0.709 -1.05
C -0.202 -1.059 -2.043 -0.80
C 1.743 -0.590 -0.634 -0.70
C -1.097 0.524 0.807 0.55
N 0.403 -1.138 -0.748 -0.19
Cl -2.335 0.690 -0.372 -0.18
H -0.023 -0.347 2.455 0.23
H -1.423 -1.344 1.971 0.32
H -1.718 0.155 2.783 0.35
H 0.250 2.000 -0.372 0.23
H 0.783 1.414 1.212 0.30
H -0.552 2.541 1.320 0.35
H -0.413 -0.020 -2.316 0.31
H 0.451 -1.575 -2.762 0.32
H -1.192 -1.566 -2.125 0.25
H 2.504 -1.175 -1.181 0.35
H 1.976 0.498 -1.185 0.20
H 2.033 -0.436 0.478 0.20

R:
19
Properties=species:S:1:pos:R:3:mulliken_charge:R:1 method="wB97M-V/def2-TZVPD" lumo_energy_ev=1.1 homo_lumo_gap_ev=9.815 total_charge=0 smiles=CN(C)CCCCl
C 0.644 -1.893 0.024 -1.20
C 0.553 -0.773 2.197 -1.14
C 0.048 0.481 0.138 -0.96
C -0.905 0.566 -1.062 -0.54
C -0.917 2.062 -1.711 -0.50
H 1.746 -1.785 -0.152 0.33
H 0.220 -2.151 -0.864 0.41
H 0.488 -2.747 0.496 0.50
H 1.642 -0.522 2.305 0.35
H 0.331 -1.609 2.759 0.41
H 0.177 -0.007 2.757 0.41
H 1.169 0.741 -0.188 0.21
H -0.298 1.015 0.870 0.65
H -2.048 0.388 -0.693 0.19
H -0.516 -0.009 -1.813 0.44
H -0.276 2.580 -0.905 0.28
H -1.819 2.404 -1.665 0.43
N 0.004 -0.809 0.811 -0.08
Cl -0.243 2.068 -3.306 -0.19

Which is the most stable structure? P is the most stable.

P:
15
Properties=species:S:1:pos:R:3:mulliken_charge:R:1 method="wB97M-V/def2-TZVPD" lumo_energy_ev=0.8 homo_lumo_gap_ev=9.153 total_charge=0
C -1.753 -0.316 0.007 0.16
C -0.383 -0.705 -0.013 0.01
C 0.314 0.497 -0.022 0.45
C 1.725 0.814 -0.075 -0.49
H -3.723 -0.658 0.103 0.27
H -2.781 -2.050 0.351 0.25
H 0.014 -1.690 -0.145 0.42
H 2.012 1.845 -0.100 0.31
H 3.395 -1.663 0.188 0.36
H -0.411 2.466 0.183 0.24
N -2.835 -1.146 -0.116 -0.50
N 2.746 0.097 -0.048 -0.50
N -0.596 1.467 0.036 0.31
N -1.862 1.009 0.055 -0.94
O 2.487 -1.247 0.068 -0.36

Q:
15
Properties=species:S:1:pos:R:3:mulliken_charge:R:1 method="wB97M-V/def2-TZVPD" lumo_energy_ev=0.6 homo_lumo_gap_ev=9.335 total_charge=0 smiles="C/N=c1/ncoc(N)n1"
C -1.408 1.682 -1.591 -0.71
C -0.422 -0.332 -0.817 0.57
C 0.670 -2.219 -0.147 0.01
C 0.681 -0.367 1.177 0.66
H -2.191 1.872 -0.803 0.24
H -1.853 2.057 -2.491 0.28
H -0.532 2.236 -1.349 0.31
H 1.089 -3.175 -0.280 0.43
H 0.937 1.165 2.476 0.25
H 1.818 -0.382 2.933 0.24
N -0.988 0.302 -1.801 -0.52
N -0.110 -1.714 -0.985 -0.42
N 1.228 0.187 2.291 -0.43
N -0.143 0.244 0.416 -0.51
O 1.224 -1.555 0.971 -0.40

Which is the most stable structure? Q is the most stable.

P:
14
Properties=species:S:1:pos:R:3:mulliken_charge:R:1 method="wB97M-V/def2-TZVPD" lumo_energy_ev=-4.7 homo_lumo_gap_ev=9.690 total_charge=+1
C 0.034 0.081 -0.340 -0.21
C 1.153 -1.244 0.285 -0.81
C -1.521 0.492 0.020 0.56
N -1.886 1.736 0.142 -0.33
O 0.626 1.359 -0.402 -0.57
S -2.653 -0.804 0.313 -0.14
H 0.019 -0.384 -1.372 0.40
H 0.446 -1.873 0.778 0.32
H 1.554 -1.673 -0.555 0.35
H 1.825 -0.665 0.935 0.32
H -1.177 2.446 -0.060 0.28
H 1.408 1.360 -0.979 0.34
H -2.768 2.244 0.014 0.29
H -1.697 -1.899 0.025 0.21

Q:
14
Properties=species:S:1:pos:R:3:mulliken_charge:R:1 method="wB97M-V/def2-TZVPD" lumo_energy_ev=-5.0 homo_lumo_gap_ev=9.175 total_charge=+1 smiles="CC(=[NH2+])[C@H](O)S"
C 0.455 0.154 -1.043 0.19
C -1.231 -0.863 0.682 -1.13
C 0.073 -0.326 0.312 0.50
N 0.926 -0.151 1.269 -0.24
O 1.784 0.525 -0.989 -0.51
S -0.747 1.466 -1.618 -0.15
H 0.277 -0.569 -1.933 0.32
H -1.623 -1.666 0.097 0.34
H -1.204 -1.236 1.803 0.33
H -1.960 -0.143 0.618 0.32
H 1.888 0.090 0.876 0.31
H 0.686 -0.279 2.187 0.18
H 2.054 1.039 -1.738 0.38
H -1.378 1.961 -0.524 0.16

R:
14
Properties=species:S:1:pos:R:3:mulliken_charge:R:1 method="wB97M-V/def2-TZVPD" lumo_energy_ev="-6.0 / -6.0" homo_lumo_gap_ev="7.545 / 7.544" total_charge=+1
C 2.705 -1.080 -0.706 0.04
C -0.434 1.272 0.181 0.05
C -0.847 0.060 0.986 -1.19
N -0.878 1.227 -1.135 -0.40
O 2.719 -0.124 0.169 -0.18
S 1.629 1.129 0.386 0.07
H 3.438 -1.761 -0.546 0.33
H 1.827 -1.233 -1.441 0.26
H -0.487 2.290 0.656 0.40
H -0.713 -0.870 0.471 0.40
H -1.853 0.014 1.327 0.38
H 0.038 -0.113 1.750 0.32
H -1.156 2.124 -1.659 0.26
H -1.408 0.395 -1.438 0.27

S:
14
Properties=species:S:1:pos:R:3:mulliken_charge:R:1 method="wB97M-V/def2-TZVPD" lumo_energy_ev=-3.9 homo_lumo_gap_ev=10.490 total_charge=+1
C 1.668 0.649 -0.053 -0.69
C 2.128 -0.905 0.028 -0.36
C 0.241 0.298 -0.011 0.55
N -0.825 1.012 -0.023 -0.29
O -3.195 -0.310 -0.041 -0.62
S 0.358 -1.361 0.161 -0.09
H 1.986 1.093 0.895 0.29
H 2.205 1.120 -0.847 0.35
H 2.583 -1.418 -0.782 0.37
H 2.747 -1.252 0.961 0.30
H -4.146 -0.093 0.133 0.32
H -0.849 1.984 -0.351 0.28
H -1.770 0.416 -0.086 0.29
H -3.131 -1.234 0.015 0.29

Which is the most stable structure? S is the most stable.